C29H45BO2P2V as an isolated structure in a non-equilibrium geometry, computed with ωB97M-V with the def2-TZVPD basis set.

Computed properties:
Max |F|, eV Å⁻¹: 3.87
Energy, a.u.: -2933.8167
Frontier orbital gap (alpha / beta), Ha: 0.2541 / 0.2371
LUMO energy (alpha / beta), hartree: -0.138 / -0.155
HOMO (alpha / beta), eV: -10.7 / -10.7

```
! wB97M-V def2-TZVPD RIJCOSX def2/J DEFGRID3
* xyz 1 3
V -0.723 -0.575 1.291
C -2.094 -1.151 2.976
C -1.685 -2.267 2.146
C 0.167 -1.529 3.362
C -0.959 -0.723 3.741
C -0.258 -2.467 2.367
C -3.486 -0.642 3.141
H -4.077 -0.799 2.234
H -3.501 0.429 3.383
H -3.988 -1.168 3.965
C -1.019 0.164 4.939
H -1.883 0.838 4.884
H -0.111 0.774 5.042
H -1.126 -0.435 5.861
C 1.463 -1.616 4.086
H 1.475 -2.501 4.755
H 1.624 -0.724 4.709
H 2.321 -1.723 3.399
C 0.609 -3.525 1.772
H 0.776 -4.346 2.487
H 1.603 -3.134 1.498
H 0.146 -3.951 0.876
C -2.561 -3.122 1.304
H -2.789 -4.082 1.784
H -2.084 -3.347 0.345
H -3.514 -2.626 1.113
C -0.867 1.511 0.641
C -2.091 0.728 0.429
C -2.488 -0.039 -0.787
C -1.332 -0.783 -1.490
C -0.290 -1.400 -0.617
C 0.835 -0.649 -0.164
C 1.180 0.718 -0.695
C 0.108 1.806 -0.475
H -2.978 0.606 -1.546
H -0.832 -0.057 -2.175
H -3.290 -0.754 -0.507
H -0.433 2.038 -1.405
H -1.127 2.409 1.224
H -2.916 0.998 1.096
H 0.614 2.749 -0.214
H 2.112 1.039 -0.211
H 1.684 -1.221 0.226
H 1.425 0.684 -1.774
H -1.774 -1.562 -2.136
H -0.170 -2.488 -0.675
P -0.908 0.952 -4.106
C -1.039 2.749 -4.422
C -2.106 0.326 -5.348
P 1.392 -0.991 -4.713
C 0.700 0.709 -4.995
C 0.693 -1.858 -6.197
C 3.005 -0.570 -5.522
H -0.162 3.267 -4.012
H -1.952 3.117 -3.942
H -1.094 2.908 -5.509
H -2.024 0.893 -6.286
H -3.102 0.494 -4.915
H -1.977 -0.746 -5.545
H 2.836 -0.278 -6.566
H 3.661 -1.446 -5.499
H 3.482 0.259 -4.984
H 1.415 1.450 -4.577
H 0.602 0.912 -6.087
H 1.203 -2.829 -6.246
H 0.903 -1.315 -7.128
H -0.385 -2.030 -6.099
O 1.893 0.732 2.004
B 0.442 0.940 2.107
O 0.264 2.140 2.925
C 1.506 2.599 3.208
C 1.797 3.586 4.125
C 3.081 3.562 4.664
C 4.051 2.659 4.221
C 3.784 1.753 3.191
C 2.488 1.723 2.712
H 1.004 4.269 4.418
H 3.303 4.274 5.452
H 5.038 2.656 4.675
H 4.509 1.049 2.788
*
```

Atomic partial charges in e from the Mulliken method, atoms 1 to 5: atom 1 (V): -2.0309, atom 2 (C): 1.0209, atom 3 (C): 0.4230, atom 4 (C): 0.8413, atom 5 (C): 0.5750

C21H30N5O4SY as an isolated structure, computed with ωB97M-V with the def2-TZVPD basis set.

Computed properties:
Max |F|, eV Å⁻¹: 0.17
Energy, a.u.: -1829.1043
Frontier orbital gap, Ha: 0.2797
LUMO energy, hartree: -0.255
HOMO, eV: -14.5

```
! wB97M-V def2-TZVPD RIJCOSX def2/J DEFGRID3
* xyz 2 1
Y 1.027 -0.109 -1.416
C -0.907 -2.575 -0.552
C -1.502 -1.331 0.085
N -0.461 -0.352 0.517
C 0.263 -0.755 1.750
C 1.470 -1.623 1.491
C 1.937 -2.507 2.448
C 3.054 -3.276 2.157
C 3.652 -3.168 0.909
C 3.132 -2.265 0.002
C 3.724 -2.097 -1.376
N 2.735 -1.606 -2.370
C 1.950 -2.688 -3.043
C 0.870 -3.268 -2.148
N -0.094 -2.214 -1.740
N 2.079 -1.486 0.302
H -1.706 -3.271 -0.812
H -0.252 -3.089 0.152
H -2.124 -1.618 0.937
H -2.153 -0.816 -0.627
H -0.982 0.493 0.772
H -0.416 -1.264 2.439
H 0.582 0.162 2.253
H 1.429 -2.598 3.398
H 3.441 -3.973 2.887
H 4.501 -3.783 0.643
H 4.168 -3.040 -1.706
H 4.537 -1.368 -1.326
H 3.264 -1.153 -3.112
H 2.617 -3.487 -3.374
H 1.500 -2.245 -3.934
H 1.303 -3.688 -1.240
H 0.367 -4.084 -2.670
H -0.723 -2.037 -2.524
C -2.525 0.198 4.018
C -2.314 1.200 2.917
C -1.310 2.169 3.020
C -1.182 3.170 2.070
C -2.053 3.197 0.985
C -3.035 2.228 0.844
C -3.157 1.232 1.808
S -2.087 4.617 -0.086
O -3.083 4.329 -1.072
O -2.126 5.770 0.752
N -0.605 4.658 -0.819
C -0.483 4.097 -2.166
C -0.185 2.608 -2.067
C -0.081 1.869 -3.399
O -0.221 2.380 -4.464
O 0.211 0.571 -3.191
H -1.586 -0.094 4.489
H -3.044 -0.695 3.668
H -3.145 0.639 4.802
H -0.662 2.174 3.889
H -0.448 3.956 2.195
H -3.730 2.294 0.016
H -3.960 0.508 1.727
H -0.219 5.588 -0.704
H 0.330 4.609 -2.676
H -1.389 4.248 -2.752
H -0.970 2.133 -1.463
H 0.778 2.524 -1.511
*
```

Atomic partial charges in e from the natural (NBO) method, atoms 1 to 5: atom 1 (Y): 2.2732, atom 2 (C): -0.2398, atom 3 (C): -0.2393, atom 4 (N): -0.7539, atom 5 (C): -0.2799

A 3-piece molecular cluster, C17H38N2O7 overall in a non-equilibrium geometry, computed with ωB97M-V with the def2-TZVPD basis set.

Computed properties:
Max |F|, eV Å⁻¹: 3.83
Energy above the lowest of the compared OMol25 structures with the same formula, charge and spin, eV: 0.552
SMILES string: C[C@@H]1OC(=O)C[C@@H]1O.COCCNCCOC.COCCNCCOC
Energy, a.u.: -1306.5813
Frontier orbital gap, Ha: 0.3458
LUMO energy, hartree: 0.023
HOMO, eV: -8.8

```
! wB97M-V def2-TZVPD RIJCOSX def2/J DEFGRID3
* xyz 0 1
C 0.487 -1.293 0.108
C -0.917 -0.570 -0.128
O -1.779 -0.738 1.024
C -3.054 -1.294 0.699
O -3.825 -1.527 1.636
C -3.189 -1.491 -0.878
C -1.618 -1.493 -1.230
O -1.290 -2.907 -1.264
H 1.227 -0.633 0.685
H 0.325 -2.257 0.682
H 0.924 -1.491 -0.937
H -0.952 0.458 -0.609
H -3.540 -0.511 -1.360
H -3.784 -2.357 -1.298
H -1.465 -1.097 -2.283
H -1.474 -3.331 -0.400
C 5.697 -1.639 5.309
O 6.223 -2.531 4.340
C 5.749 -3.870 4.489
C 4.837 -4.249 3.324
N 3.564 -3.532 3.394
C 2.752 -3.653 2.181
C 3.321 -3.056 0.886
O 3.419 -1.636 0.898
C 4.612 -1.131 1.479
H 6.220 -0.687 5.213
H 4.630 -1.460 5.137
H 5.851 -2.020 6.323
H 5.254 -4.027 5.453
H 6.630 -4.519 4.466
H 4.644 -5.326 3.353
H 5.371 -4.018 2.396
H 3.748 -2.547 3.552
H 1.803 -3.150 2.392
H 2.517 -4.710 2.017
H 2.615 -3.295 0.084
H 4.273 -3.512 0.590
H 5.466 -1.794 1.325
H 4.462 -0.940 2.545
H 4.834 -0.171 1.009
C -3.739 1.279 -4.156
O -2.770 1.755 -3.236
C -1.880 2.717 -3.805
C -2.119 4.097 -3.196
N -3.396 4.656 -3.639
C -3.804 5.852 -2.899
C -4.092 5.694 -1.400
O -5.238 4.903 -1.111
C -4.997 3.505 -1.059
H -4.274 0.451 -3.689
H -4.466 2.062 -4.396
H -3.268 0.915 -5.073
H -1.947 2.743 -4.898
H -0.865 2.396 -3.548
H -1.310 4.770 -3.496
H -2.092 3.987 -2.107
H -4.121 3.955 -3.526
H -4.719 6.216 -3.378
H -3.047 6.631 -3.040
H -4.317 6.691 -1.008
H -3.221 5.342 -0.835
H -3.993 3.268 -0.697
H -5.167 3.055 -2.040
H -5.722 3.065 -0.372
*
```

Atomic partial charges in e from the natural (NBO) method, atoms 1 to 5: atom 1 (C): -0.6394, atom 2 (C): 0.0539, atom 3 (O): -0.5204, atom 4 (C): 0.7801, atom 5 (O): -0.5518